# 1
The following is a DFT calculation (ωB97M-V/def2-TZVPD) of a 2-piece molecular cluster, C4H10NO overall.

Summary:
Kohn-Sham gap: 9.765 eV
relative energy (zero: lowest compared OMol25 entry of this formula, charge and spin): 41.2 kcal per mole

```
! RIJCOSX wB97M-V def2-TZVPD def2/J DEFGRID3
* xyz 1 1
C -2.22121 -0.36841 0.05905
C 0.97702 0.15610 0.05708
C 2.16907 0.73497 -0.71588
C 1.28911 -0.72434 1.15070
N -2.97851 0.28172 -0.81502
O -0.15684 0.34257 -0.38736
H -2.01510 0.10502 1.01495
H -2.01613 -1.40947 0.01585
H 1.90075 0.95232 -1.72807
H 2.84993 -0.09306 -0.68493
H 2.37477 1.59306 -0.00964
H 1.27641 -0.05852 2.11593
H 2.31145 -0.99023 1.25004
H 0.55988 -1.49470 1.11073
H -2.96407 -0.29247 -1.66013
H -3.35653 1.26543 -0.77331
*
```

# 2
The following is a DFT calculation (ωB97M-V/def2-TZVPD) of C6H16N4 as an isolated structure.

Summary:
Kohn-Sham gap: 8.619 eV
relative energy (zero: lowest compared OMol25 entry of this formula, charge and spin): 80.3 kcal per mole

```
! RIJCOSX wB97M-V def2-TZVPD def2/J DEFGRID3
* xyz 0 1
C 1.28267 0.37162 -0.31553
C 0.52363 0.84148 1.33460
C 1.14993 1.49401 -1.32816
C 2.64228 -0.31905 -0.30304
N 0.81542 0.07368 2.45217
H 0.52896 -0.38408 -0.51401
H 1.73013 0.08794 2.88308
H 0.35383 -0.82379 2.50858
H 1.58953 1.14055 0.83943
H 0.20365 1.88112 1.38318
H 1.91856 2.25512 -1.17816
H 1.24354 1.09683 -2.34063
H 0.17495 1.97360 -1.24622
H 3.45614 0.40246 -0.20225
H 2.78053 -0.87642 -1.23160
H 2.69732 -1.03096 0.52241
C -2.06929 -1.36917 -0.19115
N -2.36192 -2.51791 -0.87891
C -2.57876 0.85642 -0.59162
N -2.11733 -0.22838 -1.04491
N -1.66118 -1.39182 1.01462
H -2.84853 -2.43727 -1.75458
H -2.50993 -3.34568 -0.32663
H -1.39048 -0.45359 1.32619
H -2.56338 1.73423 -1.23161
H -2.99026 0.96902 0.41476
*
```

# 3
The following is a DFT calculation (ωB97M-V/def2-TZVPD) of a 10-piece molecular cluster, C50H122N6O18 overall.

Summary:
Kohn-Sham gap: 8.406 eV
SMILES: CC1(C)CCCC(C)(C)N1O.CC1(C)CCCC(C)(C)N1O.COCCNCCOC.COCCNCCOC.COCCNCCOC.COCCNCCOC.OCCO.OCCO.OCCO.OCCO
relative energy (zero: lowest compared OMol25 entry of this formula, charge and spin): 109.4 kcal per mole

```
! RIJCOSX wB97M-V def2-TZVPD def2/J DEFGRID3
* xyz 0 1
C 9.31435 1.57422 -0.72370
O 8.10188 0.68386 -0.61296
C 6.95478 1.48279 -0.39254
C 7.07810 1.78414 1.13615
N 6.87934 0.57533 1.97709
C 5.59371 -0.00443 2.27118
C 4.60711 1.04930 2.81212
O 4.21630 1.88887 1.74189
C 2.86332 1.77307 1.32786
H 10.03728 1.02680 -1.32851
H 9.71524 1.57815 0.28989
H 9.23696 2.57566 -1.14705
H 6.06460 0.95658 -0.73716
H 6.98898 2.40626 -0.97058
H 6.32033 2.54410 1.32677
H 8.07537 2.16306 1.35967
H 7.46956 -0.07420 1.47722
H 5.74143 -0.87066 2.91611
H 5.21104 -0.48437 1.37044
H 5.18910 1.67930 3.48479
H 3.75452 0.54791 3.27016
H 2.47256 2.12513 2.28256
H 2.53600 0.75380 1.12279
H 2.53819 2.31572 0.44023
C 3.17810 1.07129 -4.15305
O 3.53548 2.37987 -3.81329
C 3.78246 2.63275 -2.41061
C 4.02760 4.19390 -2.23609
N 5.40697 4.46865 -1.89121
C 5.79610 6.00497 -1.69352
C 4.97339 6.62188 -0.53832
O 5.82703 7.44548 0.22625
C 5.59864 7.49629 1.62843
H 3.91771 0.27063 -4.15213
H 2.79609 1.16252 -5.16984
H 2.26297 0.78829 -3.63290
H 4.65447 2.13564 -1.98566
H 2.87925 2.35300 -1.86834
H 3.52937 4.43024 -1.29588
H 3.90162 4.78697 -3.14190
H 6.00767 4.06395 -2.59512
H 5.66231 6.54775 -2.62925
H 6.86582 5.93093 -1.49778
H 4.64889 5.76234 0.04817
H 4.10162 7.20720 -0.83074
H 6.47994 7.89772 2.12871
H 5.20388 6.52550 1.92812
H 4.75407 8.15040 1.84509
C -3.50940 -3.18931 2.56062
O -3.11070 -3.63508 3.88201
C -3.22670 -5.00294 4.20076
C -2.90065 -5.27381 5.67053
N -3.36527 -6.56529 6.14338
C -3.08303 -6.96767 7.56409
C -4.29036 -8.06396 7.75849
O -5.62134 -7.71275 7.28296
C -6.32748 -6.70843 8.01227
H -3.14117 -3.89120 1.81238
H -3.03617 -2.23572 2.32651
H -4.57744 -3.02736 2.41522
H -2.47013 -5.51445 3.60574
H -4.25710 -5.30695 4.01649
H -3.50070 -4.65222 6.33510
H -1.82539 -5.12639 5.77141
H -4.36713 -6.65452 6.05163
H -3.21375 -6.16455 8.28936
H -2.17833 -7.55225 7.73104
H -4.50507 -8.15324 8.82339
H -3.98211 -8.94486 7.19537
H -7.29479 -6.67629 7.51091
H -5.95042 -5.70139 7.83396
H -6.44548 -6.92147 9.07472
C 0.79281 -2.81058 4.45252
O 1.28292 -3.65580 3.45782
C 0.31120 -4.63268 3.07821
C 0.86902 -5.44212 1.88562
N 1.20124 -4.44194 0.93287
C 1.98645 -4.89447 -0.20038
C 2.26834 -3.70190 -1.20135
O 3.11454 -2.69526 -0.56593
C 3.44665 -1.63620 -1.35100
H 0.14779 -2.04248 4.02581
H 1.47580 -2.09326 4.90758
H 0.27418 -3.25513 5.30193
H -0.62775 -4.14945 2.80810
H 0.23023 -5.30918 3.92903
H 0.19079 -6.24802 1.60524
H 1.77681 -5.88222 2.29833
H 1.52860 -3.60987 1.40254
H 1.41490 -5.69963 -0.66208
H 2.95840 -5.30263 0.07681
H 1.37525 -3.19376 -1.56506
H 2.97880 -4.08081 -1.93604
H 4.23953 -1.80969 -2.07858
H 3.89024 -0.91369 -0.66593
H 2.57579 -1.18216 -1.82381
C -0.89252 3.32304 0.54884
C -1.29843 1.88160 0.73405
C -2.91592 1.87647 0.91157
C -3.52921 0.51602 0.88523
C -3.01950 -0.28802 -0.34444
C -1.55784 -0.30932 -0.74278
N -0.96852 0.97653 -0.47970
O 0.39662 1.15489 -0.80832
C -0.77264 -1.52850 -0.07810
C -1.60386 -0.47145 -2.32284
C -0.63740 1.34429 2.09717
H -1.22928 3.85914 1.43613
H -1.51275 3.76414 -0.23145
H 0.14149 3.49056 0.24740
H -3.00006 2.20559 1.94728
H -3.28855 2.54716 0.13734
H -4.61819 0.47309 0.86563
H -3.31131 -0.07318 1.77599
H -3.58894 0.05474 -1.20835
H -3.47229 -1.25251 -0.11451
H 0.22631 -1.70670 -0.47613
H -0.61059 -1.52691 0.99979
H -1.31937 -2.41781 -0.39165
H -2.05164 0.40209 -2.79669
H -0.59220 -0.34003 -2.70673
H -2.16355 -1.34089 -2.66768
H -1.06827 2.01685 2.83887
H 0.45124 1.29379 2.11753
H -1.01843 0.34471 2.30637
H 0.30478 1.60259 -1.65255
C -2.79844 3.01439 -8.28632
C -1.35636 3.71831 -7.92376
C -1.66885 5.21823 -7.53504
C -2.24385 5.52052 -6.17978
C -1.42823 4.67085 -5.08997
C -1.19565 3.17097 -5.35465
N -0.65975 3.07259 -6.75944
O -0.03545 1.85721 -7.02679
C -0.11434 2.69204 -4.33986
C -2.37836 2.23712 -5.08178
C -0.52447 3.80777 -9.23576
H -3.14463 3.20353 -9.30242
H -3.49354 3.35792 -7.52022
H -2.63136 1.94975 -8.12280
H -0.79750 5.84298 -7.73138
H -2.25889 5.72738 -8.29709
H -3.27667 5.18582 -6.08299
H -2.11024 6.59212 -6.03176
H -2.17951 4.73545 -4.30287
H -0.44619 5.09385 -4.87842
H 0.87189 3.12856 -4.49770
H -0.45015 2.73103 -3.30361
H 0.03871 1.61436 -4.39720
H -2.04285 1.29395 -5.51302
H -2.55096 2.03712 -4.02428
H -3.36506 2.54495 -5.42785
H 0.35948 4.43441 -9.11730
H -1.27494 4.28505 -9.86591
H -0.14058 2.87935 -9.65859
H 0.89841 2.06692 -7.10105
C -2.40244 -5.50214 -0.60043
C -1.64356 -5.43168 -1.99249
O -2.46898 -5.96731 -3.02798
O -3.54665 -4.71533 -0.74575
H -1.86004 -5.07528 0.24319
H -2.73241 -6.44285 -0.15969
H -0.73407 -6.00398 -2.17529
H -1.50257 -4.37572 -2.22307
H -2.06089 -6.83061 -3.12693
H -4.06539 -5.14451 -1.43008
C -4.30354 -0.33969 7.18185
C -4.63127 -1.03732 5.84537
O -3.84805 -0.63520 4.70973
O -5.35025 0.65207 7.48076
H -3.37439 0.22547 7.10852
H -4.15342 -1.04985 7.99502
H -5.69092 -0.97793 5.59693
H -4.35106 -2.06829 6.06148
H -3.18162 -1.29103 4.49208
H -5.37240 1.41622 6.90008
C 0.37552 4.68569 3.87899
C 1.01052 5.76284 3.07450
O 0.83766 5.58549 1.74918
O 1.08953 3.46801 3.96338
H -0.57408 4.36104 3.45359
H 0.01038 4.97456 4.86455
H 2.04636 5.68276 3.40426
H 0.61509 6.75424 3.29558
H 0.15630 6.18472 1.43571
H 1.29179 3.13455 3.08618
C -5.11256 -3.31180 -3.47032
C -4.17298 -3.34194 -4.62212
O -4.84985 -3.39792 -5.88807
O -6.05636 -2.27446 -3.65154
H -4.75284 -3.23889 -2.44397
H -5.59600 -4.28869 -3.47916
H -3.63024 -4.28015 -4.50688
H -3.48801 -2.49453 -4.59375
H -5.80488 -3.47088 -5.82334
H -5.47617 -1.50968 -3.64189
*
```

# 4
The following is a DFT calculation (ωB97M-V/def2-TZVPD) of C32H26N8O4Ru as an isolated structure.

Summary:
Kohn-Sham gap (alpha / beta): 6.445 / 6.776 eV

```
! RIJCOSX wB97M-V def2-TZVPD def2/J DEFGRID3
* xyz 2 5
Ru -0.61953 -0.07922 -0.33337
O -2.82670 2.23042 2.18772
C -2.29910 1.69081 1.26450
N -1.40049 0.59849 1.32933
C -1.16855 -0.10131 2.53114
O -1.63909 0.13157 3.60281
C -0.20182 -1.23831 2.31111
C 0.23684 -2.02022 3.35704
C 1.16123 -3.01881 3.09057
C 1.60562 -3.19732 1.78859
C 1.11042 -2.38160 0.78883
N 0.21934 -1.42089 1.04954
C -2.51750 2.12664 -0.16045
C -3.38690 3.14752 -0.47031
C -3.54486 3.49751 -1.80347
C -2.82880 2.80850 -2.76978
C -1.97249 1.79404 -2.38324
N -1.81963 1.46266 -1.09741
H -0.15861 -1.83229 4.34591
H 1.52930 -3.65041 3.88773
H 2.31988 -3.96972 1.54142
H 1.40027 -2.49485 -0.24614
H -3.92099 3.63630 0.33287
H -4.22068 4.29382 -2.08431
H -2.93191 3.04403 -3.81936
H -1.40442 1.21972 -3.10041
C 9.42748 -3.14627 1.74075
O 9.59975 -1.86606 1.13087
C 8.72117 -1.46555 0.21011
C 9.02153 -0.24227 -0.41972
C 8.21183 0.24253 -1.40469
C 7.04139 -0.46334 -1.77876
C 6.73449 -1.67512 -1.12685
C 7.56292 -2.17244 -0.14225
N 6.31376 0.05699 -2.79243
N 5.19277 -0.44077 -3.20395
C 3.99352 -0.32167 -2.83016
C 2.08661 -0.50830 -4.80281
C 0.93105 -1.25933 -4.15132
C 0.80104 -0.70249 -2.78648
O -0.21886 -1.09728 -1.96678
C 2.11372 0.70305 -1.45710
N 1.56845 1.04232 -0.29950
C 2.37195 1.29307 0.73821
C 3.74723 1.28257 0.59197
C 4.29842 0.81498 -0.59353
C 3.46248 0.40691 -1.63798
H 10.32874 -3.32185 2.31733
H 9.32189 -3.92380 0.98359
H 8.56180 -3.14018 2.40492
H 9.91513 0.28501 -0.11483
H 8.44311 1.16795 -1.91474
H 5.84410 -2.22405 -1.41032
H 7.31605 -3.10149 0.34960
H 2.38697 -0.89147 -5.77157
H 0.15317 -1.79779 -4.67035
H 1.89370 1.53194 1.68003
H 4.38576 1.60065 1.40372
H 5.37033 0.76357 -0.68902
C 3.81917 -2.23957 -4.41415
N 3.06721 -1.14283 -3.71095
C 2.00082 0.97056 -4.77093
C 1.57330 1.49719 -3.63416
N 1.21390 0.65245 -2.55326
C 1.86718 -1.74592 -3.05128
H 4.50645 -1.80197 -5.12883
H 3.07504 -2.85604 -4.91236
H 4.36592 -2.82315 -3.68003
H 2.25082 1.56319 -5.63811
H 1.48071 2.55970 -3.44778
H 1.93473 -2.71288 -2.57564
*
```

no.,DFT total energy (eV),strongest force on any atom (hartree/bohr)
1,-7839.5300,0.0727
2,-12437.8660,0.0831
3,-99606.6211,0.0763
4,-56280.4340,0.0214